Record 1
Density functional theory data (ωB97M-V with the def2-TZVPD basis set) for a molecular structure, C35H52I2N2O13S.

Structure (XYZ):
```
105
C35H52I2N2O13S ωB97M-V with the def2-TZVPD basis set
I -3.947 7.622 0.660
I -0.314 6.420 5.515
S -1.242 8.401 3.137
O -2.133 5.306 0.913
O -5.108 9.840 4.659
O 3.032 -6.926 -3.086
O 2.815 -7.817 -5.184
O 9.640 -7.194 -6.557
O 4.154 -6.031 -4.871
O 0.263 8.693 3.518
O 7.689 -6.189 -7.213
O 7.879 -7.169 -5.151
O -2.065 7.329 8.596
O -4.568 9.034 3.766
O -1.202 7.186 1.962
O -1.834 9.756 2.709
N -0.897 6.166 -1.406
N 1.723 -3.220 -3.374
C -2.701 6.014 8.256
C 4.423 -6.548 -6.164
C -3.901 6.398 7.162
C 2.484 -2.143 -5.680
C 0.758 -3.598 -4.475
C -4.508 0.700 2.110
C -3.714 5.716 5.694
C -4.303 4.796 2.758
C -3.354 -2.480 -0.171
C 0.702 -4.760 -1.459
C 8.830 -8.082 -4.631
C 1.719 -3.544 -1.875
C -3.920 3.208 3.122
C -1.856 -2.771 -0.798
C 8.873 -8.020 -3.118
C 1.089 -3.002 -5.970
C -2.109 8.893 5.768
C -0.726 -3.191 0.319
C 8.343 -6.796 -6.383
C 3.309 -6.926 -4.272
C -2.245 10.030 6.621
C -1.361 5.814 -0.237
C -2.465 6.450 1.834
C -3.365 6.788 4.454
C -4.744 7.662 4.266
C -4.783 2.312 2.004
C -3.052 5.761 3.177
C 2.780 -2.350 -4.068
C 10.098 -7.627 -5.289
C -3.734 0.101 0.753
C -3.368 -1.471 1.121
C 4.697 -5.430 -7.150
C 0.030 -4.618 0.034
C -1.998 7.646 4.694
C 3.173 -7.320 -6.462
H -6.062 9.999 4.335
H -2.734 0.683 0.548
H -5.375 7.783 5.274
H 10.573 -6.778 -4.785
H 4.936 -5.829 -8.140
H -4.218 2.920 4.227
H -5.582 0.179 2.086
H -5.527 7.162 3.514
H 1.359 -5.757 -1.453
H -4.414 0.168 -0.207
H -0.742 -5.513 0.204
H -2.918 4.827 5.740
H 0.060 -2.294 0.351
H -1.166 -3.238 1.428
H 3.684 -1.907 -3.438
H -1.064 7.256 8.533
H 5.535 -4.815 -6.806
H -1.935 -3.599 -1.630
H 3.103 -1.510 -6.475
H -1.935 5.231 7.838
H 9.583 -8.747 -2.714
H -2.787 2.996 2.868
H 3.346 -8.142 -7.163
H -4.886 5.932 7.653
H -0.172 -4.960 -2.211
H -3.154 5.630 9.292
H -4.126 7.571 7.141
H -4.533 2.697 0.903
H -4.747 5.162 5.462
H -2.207 5.018 3.580
H -2.443 11.144 7.000
H 2.351 -6.699 -6.833
H 3.834 -4.761 -7.241
H 0.513 -3.144 -6.979
H -4.587 4.790 1.625
H -0.178 -4.273 -4.280
H -1.480 -1.789 -1.343
H 0.886 -4.793 0.825
H -4.008 0.344 3.110
H 7.882 -8.225 -2.699
H -4.218 -1.879 1.852
H 1.412 -2.521 -1.344
H 9.158 -7.021 -2.770
H -5.307 5.000 3.357
H 5.297 -7.205 -6.088
H -3.754 -3.533 0.224
H 2.794 -3.820 -1.465
H -2.372 -1.438 1.738
H -4.119 -2.169 -1.031
H -5.916 2.572 2.202
H 10.828 -8.434 -5.394
H 8.543 -9.089 -4.958
```

HOMO energy, eV: -7.39
LUMO level, eV: -1.03
Charge: 0
HOMO-LUMO gap, eV: 6.359



Record 2
Density functional theory data (ωB97M-V with the def2-TZVPD basis set) for a molecular structure, C35H52N5O4P2PdS10Te.

Structure (XYZ):
```
110
C35H52N5O4P2PdS10Te ωB97M-V with the def2-TZVPD basis set
Te -1.054 -1.861 0.640
Pd -0.125 1.476 0.264
S -1.353 0.166 4.674
S -2.216 5.227 -0.778
S 2.722 7.946 0.384
S -2.353 2.814 4.181
S -0.128 8.713 0.603
S 0.524 6.128 -0.458
S -2.994 8.467 0.597
S -0.688 3.279 1.736
S -3.424 1.261 6.488
S 0.494 0.210 2.287
P 2.098 2.573 -2.155
P 2.101 -0.327 -1.897
O 2.439 1.083 -2.660
O 0.788 2.765 -1.505
O -2.291 -0.478 -1.873
O 0.876 -0.181 -1.089
N 3.415 -0.730 -1.009
N 3.323 2.892 -1.090
N 1.954 -1.380 -3.136
N 2.174 3.361 -3.600
N -1.947 0.210 0.323
C 4.713 2.775 -1.491
C 4.547 -1.470 -1.525
C -4.234 7.880 -0.570
C -4.514 -2.119 3.255
C -3.001 1.714 -1.215
C 1.319 -5.601 0.335
C -1.201 6.469 -0.364
C -4.016 -2.577 4.461
C 0.827 -7.993 -0.263
C 0.936 -4.275 0.546
C 1.140 7.593 0.190
C -3.719 -2.017 2.113
C -1.844 -2.858 3.415
C -0.398 -3.929 0.360
C -1.492 7.729 0.179
C 1.464 4.616 -3.759
C -0.412 -3.262 3.577
C 0.409 -6.567 -0.055
C -1.169 2.239 3.045
C -0.695 0.980 3.282
C -1.333 -4.874 -0.068
C 0.736 -2.174 -3.262
C -4.423 -1.624 0.849
C -2.361 -2.334 2.220
C -2.358 0.351 -0.970
C 3.292 3.201 -4.507
C -2.423 1.408 5.188
C -2.690 -2.989 4.505
C 1.992 -3.313 0.997
C 3.121 3.830 0.010
C 2.733 -1.276 -4.352
C -0.911 -6.183 -0.256
C -4.863 -2.594 5.696
C 3.639 -0.117 0.289
C -2.770 -4.533 -0.303
H -3.802 -1.666 -0.041
H 2.787 0.504 0.574
H 3.155 -2.248 -4.623
H 0.105 -2.044 -2.386
H 2.355 -5.882 0.486
H 1.666 -2.274 0.956
H 2.094 5.477 -3.511
H 4.070 3.950 -4.337
H 5.360 -0.807 -1.842
H 5.096 3.711 -1.910
H -5.557 -1.834 3.185
H 3.724 2.208 -4.409
H 5.317 2.527 -0.616
H 0.991 -3.227 -3.381
H 0.171 -1.837 -4.135
H -5.039 8.608 -0.480
H 2.290 -3.525 2.026
H -2.283 -3.365 5.437
H 4.536 0.503 0.275
H -5.915 -2.451 5.456
H 2.076 3.843 0.308
H -0.181 -3.392 4.633
H -3.115 2.310 -0.308
H -4.820 -0.612 0.932
H 2.933 3.308 -5.532
H 2.877 -3.406 0.368
H -3.301 -4.411 0.642
H -0.208 -4.204 3.066
H -5.264 -2.303 0.692
H -4.757 -3.534 6.238
H 4.839 1.979 -2.224
H 3.712 3.496 0.866
H 4.246 -2.100 -2.360
H -4.565 -1.786 6.367
H -3.255 -5.329 -0.865
H -3.845 7.898 -1.583
H 2.105 -0.925 -5.177
H 1.147 4.705 -4.800
H 0.272 -2.513 3.176
H 3.764 -0.897 1.043
H -2.885 -3.605 -0.867
H -1.633 -6.923 -0.581
H -4.591 6.890 -0.325
H 3.554 -0.570 -4.232
H 0.590 -8.331 -1.271
H 0.312 -8.658 0.431
H 3.441 4.842 -0.263
H 0.584 4.618 -3.127
H -3.972 1.537 -1.677
H 1.897 -8.114 -0.109
H -2.381 2.263 -1.927
H 4.931 -2.123 -0.738
```

HOMO energy (alpha / beta), eV: -6.54 / -6.66
ΔE to the lowest compared entry with this formula, charge and spin, kcal per mole: 17.8
Multiplicity: 6
LUMO level (alpha / beta), eV: -0.31 / -2.17
Charge: 0
HOMO-LUMO gap (alpha / beta), eV: 6.226 / 4.485



Record 3
Density functional theory data (ωB97M-V with the def2-TZVPD basis set) for a molecular structure, C35H52NdO2P4.

Structure (XYZ):
```
94
C35H52NdO2P4 ωB97M-V with the def2-TZVPD basis set
Nd 0.289 0.624 -0.015
P -0.067 1.508 -2.720
P -0.716 -1.963 -1.119
P 3.344 -1.151 1.115
P -2.606 0.921 0.405
O 2.214 -0.188 0.662
O 0.355 2.721 0.217
C -1.771 1.437 -3.410
C -0.459 6.281 -0.001
C 5.759 -1.908 -0.013
C 4.938 -1.374 -2.634
C 4.464 -1.411 -0.255
C 4.055 -0.865 3.797
C 5.575 0.855 4.575
C 1.453 -2.700 2.425
C -1.086 6.443 1.241
C 6.219 -1.884 -2.391
C 0.102 1.970 4.797
C 0.077 0.641 4.981
C 0.688 -3.063 -1.536
C 0.068 4.042 0.611
C 3.127 -3.930 1.167
C -1.059 5.419 2.191
C 4.726 -0.225 4.841
C 0.870 0.559 -3.999
C 0.170 5.073 -0.313
C 4.063 -1.135 -1.575
C 2.513 -5.130 1.530
C 5.744 1.306 3.261
C -1.782 -2.228 -2.581
C -0.436 4.207 1.897
C -2.957 0.688 2.190
C 0.841 -3.902 2.776
C 5.060 0.687 2.214
C 2.598 -2.704 1.609
C 4.222 -0.411 2.478
C 1.370 -5.119 2.332
C 0.403 3.218 -3.168
C 6.629 -2.149 -1.079
C -3.244 2.622 0.166
C -3.961 -0.042 -0.363
C -1.557 -3.031 0.110
H -0.822 0.118 5.338
H 3.068 -0.724 -1.769
H 1.403 3.442 -2.772
H 1.206 -3.393 -0.626
H 0.548 -0.493 -4.019
H 0.950 0.023 4.740
H 0.426 3.305 -4.264
H 0.295 -3.937 -2.075
H -3.872 -0.009 -1.457
H 6.897 -2.073 -3.224
H 1.946 0.590 -3.772
H -1.811 -3.308 -2.779
H -2.136 0.401 -3.432
H 5.180 1.042 1.188
H 7.625 -2.545 -0.878
H -0.046 -3.886 3.412
H -3.932 -1.091 -0.040
H -1.762 1.835 -4.435
H -3.028 -0.384 2.418
H 0.719 4.917 -1.245
H 2.936 -6.075 1.185
H -0.747 2.605 5.077
H 3.412 -1.723 4.002
H -3.217 2.894 -0.897
H 1.043 -1.754 2.793
H -2.458 2.038 -2.799
H -1.511 5.567 3.172
H 6.411 2.142 3.046
H 6.086 -2.104 1.011
H -0.842 -3.376 0.866
H -2.645 3.351 0.727
H 0.206 2.511 -0.913
H 1.408 -2.538 -2.178
H 0.705 1.006 -4.991
H 1.001 2.486 4.435
H -0.445 7.095 -0.724
H 4.026 -3.939 0.547
H -1.585 7.383 1.468
H -2.800 -1.865 -2.390
H -1.374 -1.710 -3.458
H -0.359 3.391 2.622
H -4.282 2.651 0.525
H -1.984 -3.901 -0.410
H -2.152 1.119 2.804
H -2.359 -2.479 0.616
H 4.585 -0.578 5.864
H 4.613 -1.160 -3.655
H 6.107 1.345 5.392
H -0.315 3.945 -2.767
H -3.906 1.180 2.445
H -4.926 0.399 -0.073
H 0.891 -6.057 2.618
```

HOMO energy (alpha / beta), eV: -16.22 / -16.22
ΔE to the lowest compared entry with this formula, charge and spin, kcal per mole: 4.6
Multiplicity: 4
LUMO level (alpha / beta), eV: -8.89 / -8.77
Charge: +3
HOMO-LUMO gap (alpha / beta), eV: 7.329 / 7.457



Record 4
Density functional theory data (ωB97M-V with the def2-TZVPD basis set) for a molecular structure, C35H52P4SY.

Structure (XYZ):
```
93
C35H52P4SY ωB97M-V with the def2-TZVPD basis set
Y -0.554 0.402 -0.361
S -2.994 1.603 -0.391
P 0.732 -1.632 1.738
P -1.684 -1.679 -2.114
P 1.650 2.216 -0.182
P 1.782 -0.892 -1.676
C 2.185 -0.094 3.629
C -2.657 2.856 -2.773
C 2.986 -3.305 1.607
C 2.720 -4.212 4.243
C 0.968 -0.231 2.925
C -3.220 -2.520 2.548
C 0.334 1.994 3.675
C 3.492 -0.669 -1.029
C -5.146 4.186 -0.925
C 1.528 2.105 4.401
C -1.998 -1.845 2.517
C 0.988 3.788 0.501
C 1.833 -2.714 -1.948
C 1.809 -3.292 3.722
C -1.417 4.911 -3.007
C 3.895 -4.231 2.123
C -5.108 4.726 -2.147
C 3.092 2.142 0.966
C -0.874 -3.920 1.992
C -1.401 5.088 -1.616
C -2.104 3.835 -3.580
C 2.036 -0.293 -3.407
C -1.193 -1.714 -3.894
C -1.661 -3.463 -1.694
C 3.765 -4.684 3.442
C 2.447 1.056 4.375
C -1.997 4.128 -0.805
C 2.429 2.850 -1.725
C -3.478 -1.440 -2.337
C -2.477 2.928 -1.377
C -2.087 -4.603 2.067
C -3.270 -3.900 2.320
C 0.058 0.846 2.930
C -0.816 -2.527 2.191
C 1.930 -2.827 2.401
H 2.857 3.845 -1.535
H 3.225 2.181 -2.072
H -0.887 5.960 -1.204
H 1.633 -3.242 -1.009
H 1.659 2.929 -2.505
H -2.105 -5.683 1.910
H -0.392 2.810 3.677
H -2.202 3.729 -4.656
H -2.084 4.254 0.283
H 2.837 -2.995 -2.292
H 2.788 -0.930 -3.893
H -0.642 -3.866 -1.679
H -0.261 -2.269 -4.056
H 3.786 1.334 0.709
H 1.179 3.835 1.585
H 3.627 3.106 0.936
H -4.015 -1.810 -1.457
H 1.109 -3.038 -2.702
H 0.991 -2.923 4.338
H -5.867 3.406 -0.685
H 1.737 3.008 4.975
H -1.059 -0.683 -4.245
H 2.922 -0.895 3.595
H -0.896 0.807 2.377
H -2.258 -4.029 -2.423
H -2.096 -3.596 -0.697
H 1.480 4.631 -0.018
H 2.603 -4.549 5.281
H 2.728 1.966 1.988
H -0.094 3.848 0.325
H 4.484 -5.408 3.846
H -4.228 -4.428 2.334
H -1.995 -2.187 -4.478
H -3.808 -1.999 -3.225
H -1.973 -0.779 2.754
H -4.542 5.637 -2.358
H 0.047 -4.474 1.780
H 3.086 -2.950 0.582
H -4.594 4.631 -0.095
H -5.750 4.372 -2.962
H -3.695 -0.374 -2.465
H 3.875 0.339 -1.217
H 4.161 -1.383 -1.528
H -0.751 1.175 -2.147
H -3.229 2.022 -3.180
H -0.864 5.603 -3.649
H -4.144 -1.973 2.744
H 4.704 -4.586 1.481
H 2.395 0.745 -3.404
H 3.383 1.134 4.936
H 3.516 -0.871 0.048
H 1.097 -0.355 -3.972
```

HOMO energy (alpha / beta), eV: -15.87 / -15.82
ΔE to the lowest compared entry with this formula, charge and spin, kcal per mole: 0.0
LUMO level (alpha / beta), eV: -11.89 / -12.53
Charge: +3
HOMO-LUMO gap (alpha / beta), eV: 3.981 / 3.297